1.
Molecular formula: C36H39N8O15
Method: DFT, the ωB97M-V functional and the def2-TZVPD basis

Last column: Löwdin charge in e.
Element x y z (Å)
N -17.89255 11.94491 74.32417  -0.55
O -18.20630 13.08072 73.92218  -0.07
O -17.97347 11.50471 75.55818  -0.10
O -17.21124 11.26938 73.50216  -0.10
C -12.93378 10.89475 72.13946  -0.13
C -11.61957 10.20536 71.83281  0.02
C -11.60759 8.61240 71.71834  0.03
C -12.79063 7.89839 72.16720  -0.09
C -14.10608 8.68999 72.57726  0.10
C -14.15819 10.23896 72.33868  -0.05
N -12.86179 6.40633 72.08601  -0.30
O -11.76267 5.72744 71.89406  0.00
O -13.86235 5.82952 72.53319  0.05
H -12.83782 11.94247 72.05611  0.06
H -10.56944 10.71790 71.50560  0.13
H -10.80875 8.07088 71.38643  0.05
H -14.90055 8.06413 72.87536  0.05
H -14.98296 10.96153 72.41493  0.08
C -22.93868 15.34814 74.77969  0.01
C -24.22890 14.64777 74.40374  -0.03
C -24.22404 13.28565 73.68358  0.04
C -22.98328 12.88885 72.84643  -0.07
C -21.71820 13.68852 73.20105  -0.01
C -21.69874 14.77247 74.14760  -0.05
N -22.90217 11.70875 71.90834  -0.33
O -21.74373 11.29405 71.55965  0.00
O -24.00440 11.31737 71.60707  0.08
H -22.90993 16.08874 75.45426  0.03
H -25.02437 14.84814 74.96211  0.02
H -25.19147 12.66115 73.71875  0.11
H -20.74937 13.22072 72.78483  0.10
H -20.65668 15.02147 74.17325  0.07
C -15.95775 17.36149 74.07652  -0.10
C -16.25688 15.82681 74.26596  0.00
C -15.11178 14.85342 74.64440  0.03
C -13.68915 15.30493 74.32812  -0.06
C -13.42156 16.84867 73.83383  0.08
C -14.65368 17.75869 73.91434  -0.14
N -12.61578 14.30387 74.13209  -0.38
O -11.42683 14.79648 73.86276  -0.02
O -12.77856 13.21704 74.45794  0.11
H -16.78290 18.11853 74.05548  0.10
H -17.34934 15.51016 74.40111  0.08
H -15.32049 13.75317 74.82326  0.10
H -12.55569 17.26214 73.20905  0.11
H -14.58601 18.82467 73.64972  0.09
C -18.87752 10.62294 69.24725  -0.13
C -18.40900 9.80583 68.12549  -0.09
C -17.28078 8.81506 68.23445  0.04
C -17.05795 8.29977 69.71110  -0.05
C -17.71503 9.03923 70.88459  0.06
C -18.62937 10.23100 70.59937  -0.06
N -16.22710 7.08747 70.00146  -0.43
O -15.53394 6.64064 69.06579  0.02
O -16.28169 6.57053 70.99158  0.13
H -19.65462 11.49942 69.11552  0.11
H -18.69593 10.26974 67.05335  0.13
H -16.89013 8.21699 67.40395  0.08
H -17.45119 8.86261 71.92677  0.09
H -19.08091 10.56511 71.48997  0.05
C -20.25298 9.08656 74.74708  -0.05
C -21.20513 8.76344 73.64936  0.00
C -22.56907 8.05814 74.02519  -0.01
C -22.75404 7.46246 75.31730  -0.16
C -21.82394 7.90314 76.51197  0.10
C -20.50943 8.68926 76.08963  0.00
N -23.93664 6.59700 75.58878  -0.27
O -24.90953 6.56745 74.76427  0.02
O -24.00674 5.88189 76.72774  -0.03
H -19.41677 9.52228 74.65178  -0.01
H -21.07891 8.94808 72.50768  0.10
H -23.37278 7.79663 73.10940  0.16
H -21.93520 7.50159 77.53054  0.08
H -19.81740 9.01741 76.73473  0.04
C -12.87138 10.26633 75.78488  -0.28
O -11.70126 9.88809 76.14768  -0.06
N -13.79612 10.57555 76.70435  -0.14
C -15.16243 10.93559 76.27584  -0.05
C -13.51223 10.61625 78.10612  -0.05
H -13.05432 10.38462 74.77489  0.07
H -15.97296 10.61267 76.87708  0.06
H -15.29426 10.69904 75.29335  0.04
H -15.54057 11.93664 76.48598  0.08
H -13.12566 9.66795 78.34055  0.07
H -14.29915 10.75039 78.93319  0.12
H -12.86476 11.37387 78.28575  0.05
C -18.18426 16.30928 69.86972  -0.32
O -17.60428 16.92958 68.94898  -0.05
N -18.52565 15.06238 69.61046  -0.18
C -19.24617 14.37281 70.66923  -0.07
C -18.61973 14.25418 68.35632  -0.02
H -18.23212 16.68769 70.89362  0.13
H -20.25510 14.56851 70.72857  0.05
H -18.73736 14.78454 71.54523  0.07
H -19.08269 13.21135 70.64216  0.11
H -17.77277 14.67912 67.75349  0.10
H -19.57404 14.33134 67.81689  0.09
H -18.52652 13.16995 68.58286  0.05

Net charge   -1
E_LUMO   0.3 eV
E_tot   -80562.567 eV
Strongest force on any atom   0.20120 hartree/bohr
Energy relative to the best compared isomer or geometry (same formula, charge and spin)   70.6 kcal/mol
Kohn-Sham gap   7.046 eV

***

2.
Molecular formula: C19H18BrFIrN9O6
Method: DFT, the ωB97M-V functional and the def2-TZVPD basis

Last column: Löwdin charge in e.
Element x y z (Å)
Ir 0.72634 -0.87277 -0.69946  1.52
Br -4.01282 -0.70935 4.94517  0.85
C -2.48791 -0.60164 3.86310  -0.67
C -2.62633 -0.57643 2.48350  -0.09
C -1.49113 -0.53842 1.69962  -0.02
C -0.21944 -0.52267 2.26629  -0.24
C -0.10030 -0.50666 3.65755  0.01
C -1.22791 -0.55392 4.44887  -0.08
N 0.91167 -0.52384 1.40226  0.00
C 2.11339 -0.61392 1.81571  -0.02
C 3.18055 -0.62891 0.85368  -0.23
C 4.51491 -0.60305 1.21083  0.05
C 5.47738 -0.61550 0.21067  0.02
C 5.06506 -0.64738 -1.11315  0.01
C 3.71064 -0.66736 -1.39204  -0.07
N 2.79008 -0.66308 -0.42860  -0.05
H -3.60663 -0.58002 2.02945  0.12
H -1.58487 -0.53188 0.62600  0.07
H 0.86574 -0.45627 4.14143  0.11
H -1.13521 -0.55669 5.52563  0.12
H 2.36664 -0.68874 2.86627  0.15
H 4.79200 -0.55958 2.25541  0.14
H 6.52892 -0.58857 0.46261  0.14
H 5.78101 -0.65019 -1.92232  0.13
H 3.35792 -0.67072 -2.41336  0.11
N 0.72784 -1.27578 -3.06886  0.03
N -0.07028 -2.37297 -3.39066  0.03
C -0.50368 -3.19902 -2.42017  -0.38
N -1.29734 -4.20254 -2.71378  0.26
N -0.02129 -2.90399 -1.20898  0.02
N -0.35438 -3.65217 -0.07162  -0.40
O -1.01740 -4.66407 -0.16943  0.11
O 0.08415 -3.20686 0.95476  0.08
H 0.32202 -0.41696 -3.43326  0.13
H 1.65123 -1.40779 -3.47337  0.12
H -0.39220 -2.48605 -4.34001  0.18
H -1.64988 -4.35970 -3.64496  0.15
H -1.57134 -4.83208 -1.96900  0.12
F -0.02178 5.93206 -1.19202  0.12
C -0.88385 5.04966 -0.70131  -0.18
C -1.17770 3.94470 -1.37555  0.04
N -2.07922 3.00742 -0.88620  0.00
C -2.30826 1.76059 -1.56571  -0.02
C -1.17521 0.77828 -1.35873  -0.60
O -1.38029 -0.45932 -1.49638  -0.08
O -0.03021 1.18110 -1.02759  -0.04
C -2.68599 3.15531 0.35821  -0.46
O -3.39632 2.28846 0.82618  0.09
N -2.40073 4.33843 0.98300  0.23
C -1.49848 5.34610 0.59463  -0.37
O -1.28952 6.30491 1.28156  0.16
H -0.73001 3.75057 -2.33994  0.15
H -2.44039 1.92167 -2.63845  0.16
H -3.20650 1.30178 -1.15899  0.15
H -2.89268 4.50585 1.85146  0.18

Net charge   +2
E_LUMO   -7.9 eV
E_tot   -121272.202 eV
Strongest force on any atom   0.07561 hartree/bohr
Energy relative to the best compared isomer or geometry (same formula, charge and spin)   31.2 kcal/mol
Kohn-Sham gap   5.746 eV

***

3.
Molecular formula: C4H3N
Method: DFT, the ωB97M-V functional and the def2-TZVPD basis

Last column: Löwdin charge in e.
Element x y z (Å)
C 1.67717 0.75914 -0.03182  0.11
C 0.58565 0.25101 -0.00702  -0.20
C -0.56218 -0.67245 0.14613  -0.21
C -1.85658 0.05191 -0.25659  -0.15
N -1.49330 1.11465 -0.55208  0.18
H 2.72051 0.98146 0.03020  0.03
H -0.64719 -0.96308 1.19370  0.11
H -0.42409 -1.52265 -0.52252  0.11

E_LUMO   -0.3 eV
E_tot   -5681.905 eV
Strongest force on any atom   0.05934 hartree/bohr
SMILES   C#CCC#N
Energy relative to the best compared isomer or geometry (same formula, charge and spin)   60.0 kcal/mol
Kohn-Sham gap   9.997 eV

***

4.
Molecular formula: C7H7NO2
Method: DFT, the ωB97M-V functional and the def2-TZVPD basis

Last column: Löwdin charge in e.
Element x y z (Å)
C 1.79054 -1.53498 -0.31332  0.04
C 0.68299 -1.08756 0.21700  -0.16
C -0.50435 -1.34661 0.68766  -0.12
C -1.62372 -0.49009 0.68208  -0.08
C -1.61402 0.88888 0.64200  -0.09
C -0.36201 1.59704 0.54628  -0.07
C 0.61439 1.10488 -0.22695  -0.09
N 0.33389 0.68481 -1.58954  -0.38
O -0.78394 0.52675 -2.04228  0.09
O 1.33834 0.59236 -2.30573  0.05
H 2.60717 -0.73607 -0.26803  0.10
H 1.84734 -2.38075 -0.97034  0.08
H -0.46659 -2.11905 1.47192  0.13
H -2.64819 -0.95600 1.03976  0.15
H -2.45776 1.49457 0.91515  0.10
H -0.33314 2.26325 1.38359  0.12
H 1.57906 1.49856 0.13077  0.15

E_LUMO   -0.7 eV
E_tot   -12949.955 eV
Strongest force on any atom   0.07062 hartree/bohr
SMILES   C=C=C/C=C\C=C/[N+](=O)[O-]
Energy relative to the best compared isomer or geometry (same formula, charge and spin)   176.2 kcal/mol
Kohn-Sham gap   8.460 eV

***

5.
Molecular formula: C3H4N2O
Method: DFT, the ωB97M-V functional and the def2-TZVPD basis

Last column: Löwdin charge in e.
Element x y z (Å)
O -1.36129 0.33358 1.50285  0.05
C -0.40476 0.06202 0.58020  -0.33
C 0.23836 -1.20088 0.43183  -0.10
N 1.06561 -1.19992 -0.58795  0.02
N 1.03659 0.06731 -1.07382  -0.06
C 0.12537 0.84605 -0.40045  -0.06
H -1.69806 1.22040 1.32724  0.11
H 0.06742 -2.10262 1.00401  0.11
H 0.96607 0.10341 -2.07595  0.14
H -0.03530 1.87066 -0.70796  0.12

E_LUMO   0.7 eV
E_tot   -8202.325 eV
Strongest force on any atom   0.01654 hartree/bohr
SMILES   Oc1cn[nH]c1
Energy relative to the best compared isomer or geometry (same formula, charge and spin)   36.0 kcal/mol
Kohn-Sham gap   9.568 eV

***

6.
Molecular formula: C28H32AuN2O4P2S2
Method: DFT, the ωB97M-V functional and the def2-TZVPD basis

Last column: Mulliken spin population.
Element x y z (Å)
Au -0.57039 -0.45799 -0.22129  0.25
C -1.48594 -5.98117 3.10145  0.00
C -1.63446 -5.18189 1.82856  0.00
O -1.62685 -3.76842 2.13680  0.00
P -0.38843 -2.87623 1.74576  0.00
S -0.74091 -1.02031 2.36720  0.07
S 0.04978 -2.94271 -0.21695  0.10
O 0.78917 -3.59260 2.57235  0.00
C 2.17098 -3.24549 2.35750  0.00
C 2.65194 -2.23349 3.37328  0.00
H -1.54974 -7.04688 2.87564  0.00
H -2.27709 -5.72577 3.80594  0.00
H -0.52579 -5.77498 3.57084  0.00
H -2.58725 -5.37455 1.33616  0.00
H -0.83551 -5.40302 1.11677  0.00
H 2.29274 -2.87841 1.33712  0.00
H 2.72201 -4.18261 2.44296  0.00
H 2.12543 -1.28743 3.25753  0.00
H 3.72099 -2.05950 3.22891  0.00
H 2.49756 -2.60013 4.38806  0.00
O 1.16009 -0.46139 -2.61318  0.06
C 0.19529 0.04994 -2.11256  0.13
C -0.56942 1.15919 -2.83448  0.12
C -0.25384 1.45346 -4.15385  0.01
C -0.92563 2.45646 -4.82806  0.01
C -1.91284 3.18596 -4.17823  0.00
C -2.22365 2.89761 -2.86248  0.00
C -1.56010 1.87249 -2.18611  -0.02
P -1.91070 1.47400 -0.44353  0.18
C -3.71402 1.49474 -0.29718  0.01
C -4.28102 1.72672 0.95794  0.04
C -5.64938 1.62196 1.13567  -0.01
C -6.46596 1.26878 0.06826  0.03
C -5.90718 1.01925 -1.17559  -0.01
C -4.53687 1.12664 -1.35950  0.03
C -1.32200 2.91474 0.48879  0.00
C -0.07932 2.82914 1.11106  0.00
C 0.43486 3.92960 1.78280  0.00
C -0.28860 5.11054 1.84307  0.01
C -1.53256 5.19694 1.22969  0.00
C -2.04845 4.10420 0.55435  0.01
H 0.52767 0.87637 -4.63223  0.00
H -0.68308 2.67742 -5.85964  0.00
H -2.43512 3.97839 -4.69736  0.00
H -2.99378 3.46853 -2.35842  0.00
H -3.64785 1.98780 1.79719  0.00
H -6.07921 1.80859 2.11064  0.00
H -7.53517 1.18321 0.20904  0.00
H -6.53813 0.73641 -2.00804  0.00
H -4.10821 0.92428 -2.33337  0.00
H 0.49056 1.90750 1.06646  -0.01
H 1.40161 3.85790 2.26315  0.00
H 0.11011 5.96419 2.37552  0.00
H -2.09987 6.11725 1.27857  0.00
H -3.02426 4.17250 0.08889  0.00
N 2.19682 0.27028 0.44062  -0.01
C 3.06608 -0.42587 0.13883  0.00
N 4.07533 -1.25763 -0.13418  0.00
C 5.42309 -0.77567 0.19814  0.00
C 5.95492 0.10563 -0.91820  0.00
O 5.92457 -0.58218 -2.15391  0.00
C 4.59842 -0.95784 -2.50568  0.00
C 4.00377 -1.89059 -1.46659  0.00
H 6.05740 -1.65542 0.31692  0.00
H 5.37987 -0.23865 1.14569  0.00
H 6.99408 0.37777 -0.73320  0.00
H 5.35536 1.02443 -0.98416  0.00
H 4.66009 -1.44948 -3.47554  0.00
H 3.97298 -0.06417 -2.60534  0.00
H 4.58305 -2.81465 -1.41202  0.00
H 2.96196 -2.12372 -1.68324  0.00

E_LUMO (alpha / beta)   0.3 / -0.3 eV
E_tot   -84667.904 eV
Strongest force on any atom   0.01497 hartree/bohr
Energy relative to the best compared isomer or geometry (same formula, charge and spin)   0.0 kcal/mol
⟨S²⟩   0.758
Kohn-Sham gap (alpha / beta)   6.007 / 7.436 eV
2S+1   2

***

7.
Molecular formula: C6H12N3
Method: DFT, the ωB97M-V functional and the def2-TZVPD basis

Last column: Löwdin charge in e.
Element x y z (Å)
C -2.22741 -1.65298 -0.38888  -0.09
C -0.92614 -1.01116 -0.79913  -0.21
C -0.51995 0.14196 0.06318  -0.31
C -0.83138 1.52132 -0.16061  -0.04
N 0.99564 0.26798 0.35003  -0.03
C 1.73211 -0.18715 1.31649  0.03
C 3.02568 0.28787 1.04854  -0.03
N 3.00458 0.96546 -0.10696  0.13
N 1.78603 0.89342 -0.52721  0.04
H -2.93679 -0.94901 -0.79798  0.08
H -2.34696 -2.69236 -0.82320  0.12
H -2.26268 -1.67392 0.69443  0.08
H -1.32941 -0.65058 -1.78985  0.14
H -0.16930 -1.79257 -0.96245  0.13
H -0.71773 -0.00116 1.10485  0.14
H -1.86812 1.51773 -0.48102  0.11
H -0.73829 2.17978 0.79896  0.16
H -0.23725 1.90409 -0.97371  0.07
H 1.30221 -0.66138 2.08430  0.11
H 3.94243 0.28496 1.74669  0.16
H 1.32271 1.30771 -1.39648  0.23

Net charge   +1
E_LUMO   -3.8 eV
E_tot   -10877.593 eV
Strongest force on any atom   0.08552 hartree/bohr
SMILES   CC[C@H](C)[n+]1ccn[nH]1
Energy relative to the best compared isomer or geometry (same formula, charge and spin)   85.9 kcal/mol
Kohn-Sham gap   11.601 eV